# C2H8InO2

A molecular structure, C2H8InO2 at a distorted geometry (wB97M-V/def2-TZVPD, OMol25).

## Properties
Max |F| ... 0.046 hartree/bohr
Net charge ... +3
Energy relative to the best compared isomer or geometry (same formula, charge and spin) ... 156.31 kJ/mol

XYZ file:
```
13
C2H8InO2, DFT wB97M-V/def2-TZVPD
In 13.21 -4.77 33.57
O 11.31 -7.17 33.66
O 15.67 -4.91 35.32
C 10.98 -8.24 32.79
C 16.93 -5.56 35.26
H 11.43 -8.05 31.79
H 10.60 -7.18 34.35
H 15.75 -4.21 36.02
H 17.73 -4.84 35.45
H 16.93 -6.36 36.06
H 9.90 -8.33 32.71
H 16.98 -6.06 34.28
H 11.57 -9.16 33.11
```

---

# C2H8N

A gas-phase ion, C2H8N (charge +1) at a distorted geometry (wB97M-V/def2-TZVPD, OMol25).

## Properties
Max |F| ... 0.059 hartree/bohr
SMILES string ... C[NH2+]C
Net charge ... +1
Energy relative to the best compared isomer or geometry (same formula, charge and spin) ... 88.73 kJ/mol

XYZ file:
```
11
C2H8N, DFT wB97M-V/def2-TZVPD
N 0.02 0.13 -0.42
C -1.16 0.68 0.31
C 1.17 -0.71 0.05
H -2.05 0.11 0.04
H 0.72 -1.69 0.36
H 1.84 -0.92 -0.88
H 1.63 -0.22 0.87
H 0.52 0.97 -0.76
H -1.28 1.74 0.19
H -0.41 -0.47 -1.12
H -1.00 0.40 1.36
```

---

# C2H8N

2 unconnected molecules or ions with the total composition C2H8N (wB97M-V/def2-TZVPD, OMol25).

## Properties
Max |F| ... 0.010 hartree/bohr
Net charge ... +1
Energy relative to the best compared isomer or geometry (same formula, charge and spin) ... 129.50 kJ/mol

XYZ file:
```
11
C2H8N, DFT wB97M-V/def2-TZVPD
N -0.20 2.42 -0.49
C -0.06 -2.64 0.43
C 0.37 -1.39 0.37
H -0.22 -0.57 -0.02
H 0.04 1.45 -0.28
H 0.64 3.00 -0.38
H -0.93 2.77 0.14
H 1.33 -1.15 0.82
H -1.00 -2.97 0.00
H 0.59 -3.38 0.87
H -0.55 2.45 -1.45
```

---

# C2H8N2

A gas-phase ion, C2H8N2 (charge -1) at a distorted geometry (wB97M-V/def2-TZVPD, OMol25).

## Properties
Max |F| ... 0.076 hartree/bohr
Net charge ... -1
Energy relative to the best compared isomer or geometry (same formula, charge and spin) ... 153.40 kJ/mol
Multiplicity ... 2
<S²> ... 0.7504

XYZ file:
```
12
C2H8N2, DFT wB97M-V/def2-TZVPD
N 1.84 -0.50 0.03
N -1.88 -0.23 0.04
C -0.56 -0.03 -0.61
C 0.54 0.14 0.47
H -0.59 0.76 -1.40
H 2.53 -0.31 0.78
H 0.19 -0.34 1.37
H -2.13 -0.12 1.02
H 0.55 1.20 0.58
H 2.24 -0.10 -0.86
H -2.47 0.47 -0.51
H -0.26 -0.95 -0.91
```

---

energy relative to the best compared isomer or geometry (same formula, charge and spin) of number 4 (C2H8N2)?
153.40 kJ/mol

---

What is the max |F| in the first record?
0.046 hartree/bohr